Record 1
Computed, not measured: a 2-piece molecular cluster, C4H10O4 overall at a distorted geometry, with ωB97M-V with the def2-TZVPD basis set.

The geometry in XYZ format:
```
18
Properties=species:S:1:pos:R:3:forces:R:3
O -1.905 -2.407 -5.100 0.00 1.48 -0.74
O -2.395 -1.446 -3.134 0.25 -1.10 -0.52
O -1.003 -0.566 -0.715 -2.11 0.77 -2.09
C -2.038 -1.439 -4.417 0.93 1.53 0.82
C 0.000 0.000 0.000 2.24 -0.41 1.27
C -2.603 -0.219 -2.472 -1.43 0.83 0.51
C -1.454 0.379 -1.715 0.50 -0.79 0.71
H -1.730 -0.421 -4.729 -0.39 -0.10 -0.39
H 0.404 -0.840 0.590 0.18 0.59 0.03
H -0.268 0.818 0.690 -0.31 -0.11 -0.26
H 0.787 0.360 -0.684 0.08 0.06 0.31
H -3.401 -0.454 -1.741 0.35 0.21 -0.40
H -3.002 0.540 -3.173 0.16 -0.30 0.21
H -1.814 1.288 -1.196 0.01 -0.21 -0.32
H -0.612 0.676 -2.369 -0.17 -0.22 0.19
O -2.128 -4.638 -4.283 -0.23 -1.37 -0.49
H -2.393 -5.024 -5.149 0.34 0.47 1.02
H -1.910 -3.700 -4.485 -0.39 -1.31 0.14
```
Positions in Å, forces in eV/Å.

Computed properties:
E_LUMO, eV: 0.60
HOMO energy, eV: -9.78
SMILES: COCCOC=O.O
Net charge: 0
ΔE to the lowest compared entry with this formula, charge and spin, kJ/mol: 195.30



Record 2
Computed, not measured: a single C4H10O4 molecule at a distorted geometry, with ωB97M-V with the def2-TZVPD basis set.

The geometry in XYZ format:
```
18
Properties=species:S:1:pos:R:3:forces:R:3
C -0.463 0.142 0.445 -2.57 -2.49 -1.61
C -1.903 -0.497 -0.109 0.86 1.93 2.15
C 0.521 -0.473 -0.494 3.33 2.20 0.30
C 1.944 0.380 -0.412 -0.90 -1.31 -1.29
O -0.306 -0.298 1.765 0.22 0.01 0.27
O -0.453 1.529 0.428 -1.64 0.56 -1.06
O -2.900 -0.014 0.789 -0.08 -0.44 0.09
O 2.567 0.201 -1.701 0.79 -0.59 0.59
H -1.333 1.817 0.058 1.26 -0.22 0.83
H 0.425 0.218 2.141 -0.32 -0.17 0.02
H -2.641 -0.341 1.670 -0.16 0.31 -0.44
H 3.160 -0.566 -1.633 -0.36 0.45 -0.22
H -1.928 -1.589 -0.139 0.50 0.08 -0.07
H -2.128 -0.072 -1.090 0.16 -0.10 0.05
H 0.727 -1.523 -0.279 -0.09 0.16 0.20
H 0.208 -0.403 -1.538 -0.05 0.22 0.13
H 1.920 1.470 -0.299 -0.93 -0.36 0.10
H 2.582 0.018 0.399 -0.05 -0.24 -0.06
```
Positions in Å, forces in eV/Å.

Computed properties:
E_LUMO, eV: 0.67
HOMO energy, eV: -9.51
SMILES: OCCC(O)(O)CO
Net charge: 0
ΔE to the lowest compared entry with this formula, charge and spin, kJ/mol: 165.02



Record 3
Computed, not measured: a single C4H10OP2S4 molecule at a distorted geometry, with ωB97M-V with the def2-TZVPD basis set.

The geometry in XYZ format:
```
21
Properties=species:S:1:pos:R:3:forces:R:3
C 0.850 -2.808 0.490 1.83 -1.78 -0.33
C 0.491 -1.778 1.148 -1.64 5.23 0.55
C 1.682 0.955 -0.740 -1.59 -1.68 0.89
C 0.425 1.367 0.122 0.96 -4.68 -0.70
O -4.134 -0.500 -1.006 -0.85 -0.06 -0.17
P -0.672 -0.247 0.072 1.91 -1.34 0.39
P -3.724 0.849 -0.335 2.28 1.26 1.63
S -1.037 -1.016 -1.724 0.05 0.36 0.59
S -2.791 2.268 -1.294 -1.19 -0.73 0.32
S -5.509 1.089 0.724 -0.33 -0.02 0.15
S -2.265 0.171 1.331 -1.34 0.11 -0.72
H 1.673 -3.509 0.654 -0.32 0.17 0.93
H 0.451 -2.977 -0.447 -1.18 -0.17 -2.08
H 0.846 -1.287 2.061 0.01 -0.75 -0.20
H 2.154 -0.035 -0.389 -0.76 1.51 -0.34
H 1.233 0.748 -1.741 0.98 0.47 0.48
H 2.410 1.724 -0.664 0.72 0.66 -0.51
H -0.126 2.127 -0.299 -1.28 1.65 -1.04
H 0.518 1.517 1.164 0.63 0.29 1.13
H -3.520 -0.740 -1.709 0.64 -0.30 -0.36
H -5.247 2.058 1.641 0.47 -0.23 -0.63
```
Positions in Å, forces in eV/Å.

Computed properties:
E_LUMO, eV: -0.19
HOMO energy, eV: -8.56
SMILES: C=C[P@](=S)(CC)S[P@](O)(=S)S
Net charge: 0
ΔE to the lowest compared entry with this formula, charge and spin, kJ/mol: 16.60



Record 4
Computed, not measured: a 2-piece molecular cluster, C4H10OS overall at a distorted geometry, with ωB97M-V with the def2-TZVPD basis set.

The geometry in XYZ format:
```
16
Properties=species:S:1:pos:R:3:forces:R:3
C -2.012 -1.067 -0.412 0.72 0.56 0.18
C -1.766 -0.390 0.929 0.87 -0.42 0.11
S -0.578 -1.374 1.949 -0.51 0.17 0.57
H -2.313 -2.104 -0.318 -0.45 0.05 0.05
H -1.052 -1.088 -0.930 0.01 -0.01 -0.17
H -2.666 -0.445 -1.015 -0.38 -0.25 -0.14
H -1.353 0.610 0.817 0.06 0.01 -0.23
H -2.643 -0.274 1.557 -0.20 -0.29 0.03
H 0.309 -1.781 1.040 -0.10 0.17 -0.40
O 0.974 2.612 -0.070 -0.32 0.48 0.34
C 1.961 2.002 -0.354 -0.36 -0.86 -0.65
C 1.997 0.522 -0.603 0.82 -1.01 0.12
H 2.923 2.504 -0.561 0.10 0.16 0.22
H 2.719 0.041 0.071 0.15 0.31 -0.05
H 2.392 0.331 -1.604 0.08 0.18 -0.07
H 1.110 -0.099 -0.495 -0.51 0.75 0.08
```
Positions in Å, forces in eV/Å.

Computed properties:
E_LUMO, eV: 0.85
HOMO energy, eV: -9.01
SMILES: CC=O.CCS
Net charge: 0
ΔE to the lowest compared entry with this formula, charge and spin, kJ/mol: 65.12



no.,E (Ha)
1,-459.3144
2,-459.3259
3,-2509.1298
4,-631.7999